{"formula": "C6H9NS", "method": "ωB97M-V/def2-TZVPD", "species": ["C", "C", "C", "C", "C", "C", "H", "H", "H", "H", "H", "H", "H", "H", "H", "N", "S"], "positions_angstrom": [[-1.22, 0.51, -0.15], [-0.10, 0.43, 0.94], [0.66, 1.23, -0.11], [-0.05, 0.33, -1.12], [1.57, -1.29, -0.07], [0.32, -0.96, 0.63], [-3.38, -0.02, 0.86], [-1.55, 1.51, -0.29], [-0.15, 0.70, 2.03], [0.32, 2.19, -0.17], [1.75, 1.22, -0.23], [-0.16, 0.58, -2.16], [2.02, -2.24, -0.14], [2.41, -0.58, -0.18], [-0.17, -1.80, 1.16], [0.37, -1.12, -0.81], [-2.63, -0.68, -0.19]], "e_tot_ev": -18690.005, "molar_mass_g_mol": 127.21}